31
Properties=species:S:1:pos:R:3:forces:R:3 method="wB97M-V/def2-TZVPD" relative_energy_kcal_mol=19.8 orbital_gap_ev=11.211 homo_energy_ha=-0.30078 energy_ha=-1552.387425 charge=-1
P 0.33895 -0.09197 0.05864 -0.39 -1.17 0.62
F 1.72198 -0.23838 -0.82288 -1.48 0.64 0.68
F 0.33817 1.49837 -0.19437 0.02 -0.87 -0.37
F -0.66758 -0.40917 -1.24139 1.90 0.50 0.56
F -1.05689 0.00625 0.88495 0.14 0.17 0.21
F 0.50001 -1.65224 0.39051 -0.62 0.01 0.00
F 1.09952 0.12796 1.52282 0.30 0.52 -1.49
O 0.40584 -3.87168 -0.70037 0.03 -0.79 -0.60
H 0.70020 -2.96727 -0.59261 -0.02 -0.07 -0.03
H 0.74749 -4.32846 0.06830 0.01 -0.08 0.19
O -0.67020 3.63790 0.74808 -0.12 0.67 0.23
H -0.40485 2.74760 0.51745 -0.21 0.02 0.19
H -1.19750 3.93125 0.00502 -0.13 0.13 -0.13
O -1.10743 -2.76084 2.57408 -0.09 -0.37 0.27
H -1.62762 -2.11608 3.05358 -0.07 0.18 0.09
H -0.74331 -2.27367 1.83495 0.13 0.12 -0.29
O 4.23999 -0.27838 -1.67445 0.69 0.12 -0.16
H 3.50101 0.12770 -1.22141 -0.19 0.02 0.01
H 3.97248 -1.18854 -1.80203 -0.14 -0.14 0.01
O -2.13631 -2.58971 -2.63984 -0.23 -0.35 -0.19
H -2.63124 -1.98765 -3.19553 -0.10 0.18 -0.08
H -1.43300 -2.05421 -2.27266 0.24 0.15 0.26
O -3.78622 0.80214 -0.11284 -0.36 0.29 -0.17
H -2.84764 0.66195 0.01223 0.38 -0.11 0.10
H -4.19406 -0.00109 0.21076 -0.03 -0.20 0.05
O 0.23568 2.16439 3.16894 -0.06 0.16 0.55
H 0.34447 1.45127 2.53976 0.10 -0.29 -0.06
H 0.63887 2.92201 2.74506 -0.08 0.26 -0.13
O 1.93187 3.09567 -1.63099 0.21 0.37 -0.46
H 2.63043 2.94147 -0.99502 0.13 -0.03 0.14
H 1.15703 2.69328 -1.23866 0.02 -0.01 -0.02

---

13
Properties=species:S:1:pos:R:3:forces:R:3 method="wB97M-V/def2-TZVPD" relative_energy_kcal_mol=65.8 orbital_gap_ev=8.016 homo_energy_ha=-0.29942 energy_ha=-717.788721
C -1.13510 -1.93063 1.10204 -0.49 0.07 0.19
C 1.00065 -0.18906 -1.09219 -0.27 0.87 -0.62
C 0.87226 1.16597 -1.36071 -0.14 -1.63 0.84
C 0.12750 1.72192 -0.24775 -0.04 0.61 -0.82
H -1.57824 -1.11784 1.68004 0.01 -0.13 -0.01
H -1.55214 -2.95038 1.20430 0.46 0.72 -0.13
H 1.45670 -0.99498 -1.68874 -0.39 0.55 0.48
H 1.23512 1.73769 -2.19919 0.11 -0.16 0.11
H -0.07069 0.88748 1.50890 -0.51 -0.34 -0.11
N -0.20009 -1.74925 0.27219 0.69 -0.18 -0.54
N 0.37727 -0.50996 0.10743 0.10 0.09 -0.41
N -0.26536 0.66116 0.53185 0.20 -0.34 1.27
S -0.26789 3.26787 0.18182 0.28 -0.12 -0.24

---

16
Properties=species:S:1:pos:R:3:forces:R:3 method="wB97M-V/def2-TZVPD" relative_energy_kcal_mol=159.8 orbital_gap_ev=4.316 homo_energy_ha=-0.26821 energy_ha=-267.670743
C -0.08221 -0.18396 -1.75116 -1.82 1.61 0.01
C 0.85915 -0.18098 -0.54649 1.42 -0.91 1.65
C 0.20983 0.51875 0.67432 0.30 0.97 1.97
C -0.57585 -0.49576 1.54377 -0.33 -0.41 0.37
N 1.27598 1.02694 1.45141 -0.43 -0.75 -0.56
N -1.24536 -0.94350 -1.58012 1.20 -0.18 -0.28
H -0.36771 0.86235 -1.93436 0.40 0.09 -0.38
H 0.58784 -0.46968 -2.56789 0.21 -0.53 -0.12
H 1.86356 0.25546 -0.55109 -0.10 0.44 -1.46
H 1.11200 -1.20774 -0.26124 -0.43 -0.08 0.17
H 0.00750 -1.34098 1.90209 0.42 0.09 -0.30
H -1.40713 -0.88697 0.97783 -0.30 -0.03 0.22
H -0.50097 1.31625 0.45612 -0.11 -0.09 -0.79
H 1.16158 2.03404 1.60447 0.12 -0.06 -0.38
H -0.87650 0.04473 2.44342 -0.39 -0.11 -0.24
H -2.02172 -0.34894 -1.86107 -0.14 -0.06 0.12

---

13
Properties=species:S:1:pos:R:3:forces:R:3 method="wB97M-V/def2-TZVPD" relative_energy_kcal_mol=82.9 orbital_gap_ev="6.678 / 4.754" homo_energy_ha="-0.82827 / -0.82800" energy_ha=-1390.167652 multiplicity=3 charge=+3
O 0.16723 0.68832 0.05115 4.05 1.14 0.66
C 1.33836 0.33881 -0.15335 -1.44 -1.93 -0.43
O 1.64904 -0.79333 -0.82031 0.87 0.51 1.71
C -1.00168 -0.21352 -0.14508 -2.72 -1.30 -1.02
C -2.24445 0.57260 0.15619 0.30 0.41 0.10
H -0.94580 -0.54494 -1.18737 0.02 0.07 0.15
H -0.85518 -1.06262 0.53012 0.34 0.20 0.08
H -2.36857 1.40409 -0.54831 -0.07 -0.24 0.14
H -3.10074 -0.10629 0.04604 0.14 0.02 -0.01
H -2.23650 0.95458 1.18429 -0.08 -0.15 -0.21
Tm 4.27833 1.19832 -0.11250 0.04 0.13 0.20
C 2.70405 -0.79388 0.15467 -1.71 1.43 -1.37
H 2.61591 -1.64213 0.84447 0.27 -0.29 0.01

---

15
Properties=species:S:1:pos:R:3:forces:R:3 method="wB97M-V/def2-TZVPD" relative_energy_kcal_mol=98.9 orbital_gap_ev=8.470 homo_energy_ha=-0.28327 energy_ha=-196.350807
C -0.52130 -1.59125 -1.02402 0.03 -0.10 -0.01
C -0.90763 -0.31909 -0.33392 0.43 0.19 -0.37
C -0.02529 0.87302 -0.72242 0.02 0.07 0.09
C 0.35310 1.40508 0.67291 -0.06 -0.01 -0.02
C 0.44363 0.06918 1.41473 -0.50 -0.20 -0.43
H -0.94754 -2.49097 -0.55991 0.09 0.25 -0.12
H -0.99265 -1.49157 -2.02145 0.08 0.00 0.27
H 0.55997 -1.74184 -1.21703 -0.27 0.09 0.11
H -0.66359 -0.40199 0.99756 0.50 0.07 0.55
H 0.89928 0.58661 -1.26379 -0.25 -0.01 0.14
H -0.57278 1.58990 -1.35489 0.13 -0.21 0.19
H -0.47782 1.99248 1.08787 0.20 -0.15 -0.11
H 1.26240 2.01960 0.71249 -0.23 -0.17 -0.02
H 0.30335 0.06077 2.50447 0.03 0.01 -0.34
H 1.28687 -0.55992 1.10742 -0.21 0.17 0.07

---

29
Properties=species:S:1:pos:R:3:forces:R:3 method="wB97M-V/def2-TZVPD" relative_energy_kcal_mol=5.5 orbital_gap_ev="10.049 / 3.362" homo_energy_ha="-0.47738 / -0.47614" energy_ha=-689.479282 multiplicity=2 charge=+1
O -3.67701 -1.31882 -0.33303 -0.08 0.66 0.07
H -2.91657 -1.88461 -0.46662 -0.10 -0.37 -0.18
H -3.99664 -1.54842 0.53952 -0.22 0.04 0.19
O -0.23989 -0.99980 -0.56401 1.22 -0.51 0.87
H -0.61689 -1.87927 -0.58974 -0.35 -0.55 -0.22
H -0.92955 -0.43288 -0.90925 -0.61 0.99 -0.24
O -2.16828 -3.39926 -1.09870 0.62 0.05 0.12
H -1.99361 -4.15602 -0.53922 -0.09 -0.33 0.24
H -1.85459 -3.66286 -1.96377 -0.04 -0.05 -0.43
C 3.35312 -0.07558 2.75690 -0.48 0.31 0.23
C 2.12652 0.01213 1.88500 0.05 -1.90 0.06
O 1.75458 -1.27326 1.35266 2.17 1.61 1.69
O 2.99879 -0.45484 4.06831 0.14 -0.11 -0.45
H 3.74578 0.93604 2.85959 0.20 -0.03 -0.28
H 4.04158 -0.70550 2.19357 0.44 -0.16 0.54
H 2.30520 0.68170 1.04367 -0.03 0.32 -0.86
H 1.25069 0.46218 2.35241 -0.74 0.09 0.11
H 1.00201 -1.18592 0.76308 -2.28 0.42 -1.59
H 3.10782 -1.39936 4.20089 0.01 -0.22 0.02
C -1.00823 2.06442 -2.40303 1.67 1.60 -0.04
C 0.19327 2.52626 -1.48712 -2.15 -1.24 0.27
O -0.34154 3.30088 -0.42779 0.84 0.40 0.07
O -1.88836 1.18103 -1.70598 1.07 -0.14 -0.15
H -0.54929 1.69852 -3.32149 -0.32 -0.73 -0.08
H -1.57771 2.95266 -2.67658 0.07 0.18 -0.02
H 1.04702 3.01251 -1.95910 -0.63 0.51 -0.33
H 0.62227 1.60371 -1.09601 0.14 -0.44 0.26
H -1.18115 2.92377 -0.15491 -0.14 -0.15 -0.07
H -2.60931 1.02060 -2.31924 -0.38 -0.22 0.22

---

73
Properties=species:S:1:pos:R:3:forces:R:3 method="wB97M-V/def2-TZVPD" relative_energy_kcal_mol=65.4 orbital_gap_ev=5.314 homo_energy_ha=-0.49967 energy_ha=-2466.978822 charge=+2
Mo -0.79634 -0.57235 0.84642 0.91 0.73 1.13
C -3.75097 -3.75419 3.36066 -0.10 0.05 -0.08
Si -2.44732 -3.04921 2.25584 0.15 -0.03 0.03
C -0.75977 -3.58972 2.79962 0.03 0.09 0.05
C -2.67820 -3.47206 0.45371 -0.07 0.14 -0.04
N -2.37012 -1.21222 2.15797 -0.22 -0.14 -0.46
C -3.01644 -0.25855 2.72108 -0.05 0.27 -0.09
C -4.08031 -0.43770 3.69575 0.17 -0.05 -0.07
C -4.69512 0.62941 4.21207 -0.05 0.12 0.03
C -4.32668 1.98995 3.82764 -0.09 -0.05 0.09
C -3.35772 2.25381 2.94368 0.13 -0.08 -0.09
C -2.61898 1.16858 2.31773 -0.25 -0.31 0.23
N -1.65539 1.31435 1.46811 0.07 0.12 -0.43
Si -1.10456 3.05167 0.95774 -0.10 -0.08 0.13
C 0.27659 2.84269 -0.25028 -0.38 0.26 0.31
C -0.47962 3.92947 2.46720 -0.03 -0.06 0.05
C -2.53150 3.86147 0.08864 -0.06 -0.05 0.04
H -3.65771 -4.84105 3.27622 -0.02 0.00 0.03
H -4.77179 -3.49715 3.07503 0.00 -0.01 -0.02
H -3.59994 -3.50235 4.41131 0.04 -0.02 0.00
H -0.75832 -4.68347 2.78353 0.02 0.00 0.03
H -0.51913 -3.27145 3.81537 -0.04 -0.01 0.01
H 0.05690 -3.26012 2.15573 -0.01 -0.04 -0.03
H -2.65428 -4.55999 0.35141 0.03 0.01 -0.06
H -1.86797 -3.09947 -0.19446 0.04 -0.02 0.01
H -3.62217 -3.12227 0.03276 -0.02 0.00 0.03
H -4.35221 -1.44259 3.97606 -0.02 0.01 0.02
H -5.49135 0.50659 4.93431 0.00 -0.02 0.00
H -4.86992 2.80522 4.28786 0.01 0.01 -0.01
H -3.11358 3.27134 2.68849 -0.03 0.01 0.02
H 1.11797 2.34503 0.22074 0.17 0.04 0.05
H 0.60610 3.82739 -0.58567 -0.01 0.02 0.02
H -0.09217 2.29639 -1.11428 0.11 0.13 -0.12
H 0.31610 3.36395 2.95653 0.03 0.00 -0.04
H -1.21961 4.17784 3.22587 -0.02 0.01 -0.03
H -0.04707 4.87108 2.11701 0.03 0.00 0.04
H -2.88671 3.26312 -0.75302 0.05 0.00 -0.02
H -2.14953 4.80245 -0.31759 -0.04 0.00 -0.04
H -3.39479 4.10337 0.70639 0.02 0.02 0.02
C 3.78431 -4.09604 -2.15759 -0.04 0.00 -0.06
Si 3.26650 -2.63963 -1.12241 0.23 -0.11 0.16
C 4.70714 -1.49916 -0.80130 -0.02 0.06 -0.01
C 2.50622 -3.20990 0.49434 -0.03 0.01 -0.01
C 1.90915 -1.70636 -2.05081 -0.22 -0.06 0.06
Te 1.19590 0.02679 -1.01264 0.21 -0.96 -0.67
C 2.50479 1.36789 -2.06466 -0.25 0.22 -0.01
Si 1.96760 2.15650 -3.71767 -0.02 -0.04 -0.25
C 3.49185 3.05694 -4.29581 0.03 -0.01 0.02
C 0.53768 3.35220 -3.60408 -0.01 -0.01 0.08
C 1.49938 0.76361 -4.86758 0.01 -0.06 0.03
H 4.55507 -4.67559 -1.64554 0.00 0.02 0.02
H 4.20024 -3.77770 -3.11550 0.00 0.01 0.00
H 2.95162 -4.77098 -2.36488 -0.01 0.01 0.00
H 5.48880 -2.03373 -0.25762 0.00 -0.01 0.00
H 4.43477 -0.62954 -0.19789 -0.01 0.00 0.00
H 5.15543 -1.14283 -1.73182 0.00 -0.01 -0.01
H 3.22891 -3.78260 1.07893 0.01 0.00 -0.01
H 1.64920 -3.86725 0.31668 -0.01 0.01 -0.01
H 2.19151 -2.36747 1.11689 0.01 0.01 0.00
H 1.06057 -2.36874 -2.23274 -0.05 0.06 -0.04
H 2.22688 -1.32220 -3.02046 -0.04 -0.01 -0.02
H 3.31916 0.67126 -2.27779 0.04 0.01 0.09
H 2.86389 2.08237 -1.32574 -0.03 0.00 0.02
H 3.77403 3.85902 -3.61094 -0.01 0.00 0.01
H 3.30687 3.51140 -5.27154 -0.01 0.00 0.00
H 4.35075 2.39241 -4.40449 -0.01 -0.02 0.01
H 0.74387 4.21276 -2.96652 0.02 -0.01 0.01
H -0.40000 2.89385 -3.28432 0.00 -0.03 -0.01
H 0.37273 3.73753 -4.61368 -0.01 0.00 0.00
H 2.31420 0.05059 -5.01162 0.02 0.02 0.00
H 1.24871 1.16193 -5.85272 -0.01 0.01 0.00
H 0.62545 0.21280 -4.50975 -0.01 0.00 0.00
O 0.33043 -0.66937 2.01011 -0.20 -0.17 -0.13

---

78
Properties=species:S:1:pos:R:3:forces:R:3 method="wB97M-V/def2-TZVPD" relative_energy_kcal_mol=0.0 orbital_gap_ev=3.709 homo_energy_ha=-0.29282 energy_ha=-2533.661850 charge=+1
N 0.04617 -0.52230 6.72884 1.48 0.34 0.42
H -0.93024 -0.30353 6.86619 -0.55 -0.19 -0.58
H 0.31406 -1.48660 6.86475 -0.46 -0.70 0.32
H 0.57603 0.03691 7.38201 0.15 0.15 0.85
H 0.48998 -0.26596 5.85854 -0.74 0.29 -1.41
N 2.98453 3.70669 2.91318 0.79 0.04 0.12
H 2.54406 4.53277 2.53413 -0.37 0.33 -0.29
H 3.09823 3.79156 3.91316 -0.39 -0.03 0.52
H 3.92811 3.63127 2.56095 0.56 0.07 -0.55
H 2.50465 2.85759 2.65080 -0.79 -0.68 -0.15
C -0.69915 -0.24280 0.99692 1.11 1.06 0.90
O 0.34467 -0.15191 1.91663 0.16 0.21 0.09
H -0.92246 0.68564 0.47135 -0.17 1.05 0.03
H -0.45769 -0.82677 0.10879 -0.18 -1.20 0.05
H -1.62614 -0.47245 1.52231 -0.56 -0.75 -0.38
C -7.10574 2.62578 2.31616 -0.23 1.09 0.42
C -8.06042 1.64545 2.93567 -0.18 -0.44 -0.28
C -7.60905 0.21984 3.32167 -0.58 -0.05 -1.35
O -8.38228 -0.08528 4.47437 0.42 0.90 0.18
C -8.82725 1.09294 5.01301 -0.81 -0.37 0.51
O -9.41665 1.14400 6.05233 0.65 0.27 -0.81
O -8.57504 2.13986 4.18213 0.20 -0.31 0.48
H -6.71701 2.38019 1.32789 0.36 -0.64 0.38
H -6.38189 2.96917 3.05523 0.50 -0.33 -0.31
H -7.67888 3.52373 2.08533 -0.23 0.13 0.18
H -8.90380 1.60806 2.24616 -0.25 -0.43 0.10
H -6.53873 0.05986 3.45170 0.03 0.32 0.45
H -7.93531 -0.45494 2.53026 0.14 -0.14 0.03
C -0.63385 3.54089 -4.69729 0.21 -0.21 -0.48
C -0.08062 4.94609 -4.56044 -0.07 -0.03 0.49
C -1.08150 6.00618 -4.13206 -0.54 -0.23 -0.69
O -0.39299 6.76337 -3.15416 0.43 0.67 1.51
C 0.60781 5.99637 -2.59359 -0.60 -0.35 -0.18
O 1.19035 6.09509 -1.53821 -1.05 0.66 -1.52
O 0.80714 4.99920 -3.44754 1.62 -1.39 0.37
H -1.56049 3.58711 -5.26940 -0.07 -0.13 0.01
H -0.79710 3.01207 -3.75825 -0.20 0.50 0.21
H 0.06122 2.90211 -5.24222 0.01 0.11 -0.15
H 0.48666 5.22792 -5.44750 -0.05 0.09 -0.02
H -1.97477 5.53722 -3.71944 0.01 0.00 0.41
H -1.43390 6.63082 -4.95287 0.34 0.25 0.15
C 4.24809 -5.01507 1.23504 -0.67 -0.07 0.61
C 3.14726 -5.38992 2.21988 0.64 0.06 0.90
C 1.83814 -5.76286 1.61960 -1.33 3.02 -0.94
O 1.63816 -7.05856 1.98857 -6.50 0.65 -4.30
C 2.53343 -7.52758 2.66403 4.35 -6.27 3.52
O 2.55168 -8.70560 3.04002 0.36 2.70 -0.22
O 3.49481 -6.63672 2.82139 2.13 0.05 1.37
H 4.47819 -5.97516 0.77312 0.37 0.25 -0.33
H 5.11578 -4.59966 1.74754 0.00 -0.13 -0.15
H 3.86802 -4.30994 0.49582 0.12 0.02 -0.01
H 2.94958 -4.73483 3.06835 0.55 0.57 -0.25
H 1.82359 -5.51343 0.55862 -0.07 -0.97 -0.33
H 1.01020 -5.18283 2.02726 0.02 0.17 0.10
C 6.74270 1.83810 -3.73250 -0.50 -0.57 -2.01
C 6.31540 2.10931 -2.35632 -2.51 0.85 -0.86
C 5.58569 0.94707 -1.68958 1.05 -0.86 -1.16
O 6.32489 0.84983 -0.50035 -1.65 -1.64 2.15
C 7.32589 1.68116 -0.41931 3.17 0.29 2.49
O 8.11000 1.74644 0.54510 -2.50 0.16 -3.08
O 7.38813 2.35965 -1.56755 2.76 1.07 1.96
H 5.83973 1.88299 -4.34137 -0.07 0.01 -0.28
H 7.10560 0.81962 -3.87072 0.27 -0.02 0.24
H 7.45466 2.51854 -4.19962 -0.02 0.19 0.50
H 5.65917 2.97802 -2.30327 0.00 0.37 -0.28
H 5.82852 0.06506 -2.28220 -0.30 -0.34 0.10
H 4.50619 0.95989 -1.53923 0.21 0.51 0.24
C -2.88693 -4.77197 -2.86213 -1.85 1.24 -0.57
C -3.60253 -3.43613 -3.38019 0.34 -1.31 0.95
O -2.62796 -2.72671 -4.11857 1.89 0.03 -0.35
S -1.27530 -3.61911 -4.49434 0.03 -0.57 -0.48
O -0.04167 -3.23209 -3.82841 -2.42 -0.03 -0.62
O -1.23287 -3.81937 -5.92638 -0.25 0.40 2.00
O -1.86210 -4.95936 -3.80252 1.08 -0.10 -0.34
H -3.61233 -5.57897 -2.96527 0.24 -0.13 -0.17
H -2.59441 -4.76505 -1.81213 0.62 0.38 -0.20
H -3.96500 -2.82093 -2.55664 0.21 0.05 -0.06
H -4.44296 -3.69688 -4.02345 0.14 0.05 -0.15